Record 1
An isolated molecule of C6H6 in a non-equilibrium geometry, computed with the ωB97M-V functional and the def2-TZVPD basis.

Output
Energy above the lowest of the compared OMol25 structures with the same formula, charge and spin = 0.484 eV
SMILES = c1ccccc1
Kohn-Sham gap = 10.3 eV

```
! wB97M-V def2-TZVPD RIJCOSX def2/J DEFGRID3
* xyz 0 1
C -0.9767 -0.9461 0.2824
C 0.3582 -1.3147 0.1529
C 1.3514 -0.3390 0.0521
C 1.0070 0.9989 -0.1080
C -0.3498 1.3153 -0.1913
C -1.3199 0.3879 0.1438
H -1.7659 -1.6835 0.3740
H 0.6224 -2.3659 0.1119
H 2.3969 -0.6323 0.0068
H 1.7920 1.7494 -0.2054
H -0.7650 2.0992 -0.7941
H -2.3506 0.7307 0.1748
*
```

Atomic partial charges in e from the natural (NBO) method, atoms 1 to 4: atom 1 (C): -0.2040, atom 2 (C): -0.2204, atom 3 (C): -0.2134, atom 4 (C): -0.2134

=====

Record 2
A cluster of 2 separate species, C6H6 in total, computed with the ωB97M-V functional and the def2-TZVPD basis.

Output
Energy above the lowest of the compared OMol25 structures with the same formula, charge and spin = 5.301 eV
SMILES = C=C=C=C.C#C
Kohn-Sham gap = 9.4 eV

```
! wB97M-V def2-TZVPD RIJCOSX def2/J DEFGRID3
* xyz 0 1
C -1.8394 1.4632 -0.1565
C -1.2848 0.2839 -0.0480
C -0.7694 -0.8599 0.0538
C -0.2440 -2.0464 0.2191
H -1.5214 2.2876 0.4635
H -2.6274 1.6424 -0.8708
H -0.5419 -2.8975 -0.3718
H 0.5326 -2.2078 0.9558
C 2.2744 0.9306 0.3806
C 1.8830 0.2228 -0.4971
H 2.5616 1.5522 1.1755
H 1.5768 -0.3711 -1.3041
*
```

Atomic partial charges in e from the natural (NBO) method, atoms 1 to 4: atom 1 (C): -0.4110, atom 2 (C): -0.0049, atom 3 (C): -0.0243, atom 4 (C): -0.4191

=====

Record 3
An isolated molecule of C6H6 in a non-equilibrium geometry, computed with the ωB97M-V functional and the def2-TZVPD basis.

Output
Energy above the lowest of the compared OMol25 structures with the same formula, charge and spin = 3.479 eV
⟨S²⟩ = 2.004
Kohn-Sham gap (spin up / spin down) = 6.6 / 7.6 eV

```
! wB97M-V def2-TZVPD RIJCOSX def2/J DEFGRID3
* xyz 0 3
C -0.8984 0.0828 -0.0493
C -2.1919 0.0996 0.0122
C 1.0042 -1.0847 0.0280
C 1.0731 1.1086 0.0478
C 0.4408 0.0286 -0.8058
C 0.3738 0.0203 0.8237
H -2.6286 -0.0613 1.0392
H -2.7484 -0.0196 -0.9541
H 0.6584 -2.1897 -0.0919
H 2.1695 -0.9994 -0.0076
H 2.1318 1.0276 -0.0008
H 0.6157 1.9871 -0.0414
*
```

Atomic partial charges in e from the natural (NBO) method, atoms 1 to 4: atom 1 (C): -0.0890, atom 2 (C): -0.4371, atom 3 (C): -0.5088, atom 4 (C): -0.4872

=====

Record 4
An isolated molecule of C6H6Cl2 in a non-equilibrium geometry, computed with the ωB97M-V functional and the def2-TZVPD basis.

Output
Energy above the lowest of the compared OMol25 structures with the same formula, charge and spin = 1.966 eV
SMILES = CC1=C(Cl)[C@H](Cl)C=C1
Kohn-Sham gap = 7.5 eV

```
! wB97M-V def2-TZVPD RIJCOSX def2/J DEFGRID3
* xyz 0 1
C -1.5890 1.1739 -0.7966
C -0.5795 0.2487 -0.2818
C 0.8592 0.7453 -0.0439
Cl 1.5365 2.2562 -0.0524
C 1.5854 -0.4752 0.5271
Cl 2.7466 -1.0752 -0.7666
C 0.4941 -1.5214 0.7404
C -0.6784 -1.0480 0.2123
H -1.3064 1.4609 -1.7157
H -1.7852 1.8730 -0.0124
H -2.5319 0.6668 -0.9305
H 2.1974 -0.2855 1.5147
H 0.6629 -2.5764 1.0727
H -1.6118 -1.4432 0.5326
*
```

Atomic partial charges in e from the natural (NBO) method, atoms 1 to 4: atom 1 (C): -0.6512, atom 2 (C): 0.0170, atom 3 (C): -0.1117, atom 4 (Cl): 0.0897

=====

Record 5
A structure of composition C6H6ClFO2S in a non-equilibrium geometry, computed with the ωB97M-V functional and the def2-TZVPD basis.

Output
Kohn-Sham gap = 9.0 eV

```
! wB97M-V def2-TZVPD RIJCOSX def2/J DEFGRID3
* xyz 0 1
C 0.4024 -1.3240 -1.3085
C -0.1391 -0.0833 -1.8129
C 1.0334 -1.4535 -0.1396
C -0.2552 1.0404 -1.0966
C 1.2340 -0.3622 0.8310
C 0.0306 1.0920 0.3322
O -1.8250 -0.7514 0.8518
O -2.5100 1.6079 0.9003
F 2.4764 0.1715 0.8072
S -1.5130 0.6133 1.1250
Cl -1.0427 0.7244 3.1084
H 0.3154 -2.1800 -1.9607
H -0.4262 -0.0843 -2.8541
H 1.4897 -2.3954 0.1340
H -0.6323 1.9485 -1.5463
H 0.9481 -0.5663 1.8609
H 0.4134 2.0023 0.7680
*
```

Atomic partial charges in e from the natural (NBO) method, atoms 1 to 4: atom 1 (C): -0.1757, atom 2 (C): -0.1806, atom 3 (C): -0.2393, atom 4 (C): -0.2241

=====

Record 6
A structure of composition C6H6F16HfN4O24S8 in a non-equilibrium geometry, computed with the ωB97M-V functional and the def2-TZVPD basis.

Output
Energy above the lowest of the compared OMol25 structures with the same formula, charge and spin = 4.613 eV
Kohn-Sham gap = 5.7 eV

```
! wB97M-V def2-TZVPD RIJCOSX def2/J DEFGRID3
* xyz -2 1
Hf -0.1008 -0.2467 0.0249
C 3.9187 2.4738 -0.0927
F 4.3481 1.2824 -0.5645
F 4.8929 3.1276 0.5643
F 3.5064 3.2196 -1.0766
S 2.4698 2.2259 1.1362
O 1.8467 3.5496 1.1721
O 1.6093 1.1140 0.5884
O 3.1041 1.8561 2.3703
C -1.2769 1.5659 4.4151
F -1.9950 0.4549 4.3636
F -1.8495 2.4044 5.3062
F -0.0039 1.3340 4.7958
S -1.2856 2.3174 2.6628
O -2.6720 2.6165 2.3239
O -0.4226 3.5113 2.6637
O -0.7986 1.3154 1.6728
C -1.4438 3.7328 -2.8079
F -0.2340 3.6715 -3.2954
F -1.8126 4.9974 -2.8874
F -2.2578 2.9066 -3.4914
S -1.3047 3.2156 -0.9129
O -0.6664 1.8822 -0.9203
O -0.4812 4.1926 -0.2226
O -2.6793 3.1631 -0.3925
C -4.9195 -1.3677 -0.2321
F -4.7596 -1.1164 -1.5161
F -6.2111 -1.2104 0.1219
F -4.5062 -2.6161 0.0287
S -3.8369 -0.0994 0.6851
O -3.8505 -0.4256 2.0727
O -2.4810 -0.3001 0.0815
O -4.3245 1.2896 0.4870
N -0.6440 -1.5690 -1.6894
S -1.3848 -1.2384 -3.0653
O -2.7572 -1.7005 -3.2899
O -0.5323 -1.0238 -4.2021
F -1.6595 0.2840 -2.5903
S -0.5459 -3.2543 -2.1927
O 0.3726 -3.5551 -3.2910
O -1.7508 -4.0094 -2.0348
F 0.3086 -3.6460 -0.8841
N -0.3373 -1.6581 1.7158
S 0.6503 -1.8905 3.1560
O 1.9049 -2.6734 3.1253
O 0.1142 -1.5398 4.4744
F 1.3361 -0.4883 2.7647
S -1.0786 -3.0569 2.1589
O -2.0159 -2.9741 3.2459
O -0.3983 -4.3269 1.9008
F -2.0929 -2.9796 0.9015
C 3.1239 0.4081 -3.6978
N 2.0242 0.9187 -2.7138
O 1.6148 2.0675 -2.8342
O 1.5275 0.1484 -1.9055
H 4.0503 0.9576 -3.5461
H 2.7004 0.4395 -4.6993
H 3.1632 -0.6080 -3.3073
C 3.3352 -3.4109 0.5519
N 3.1640 -1.9011 0.3363
O 4.1333 -1.1879 0.4942
O 2.0633 -1.4660 0.1295
H 3.8831 -3.4822 1.4895
H 3.8916 -3.8473 -0.2755
H 2.3139 -3.7741 0.6498
*
```

Atomic partial charges in e from the natural (NBO) method, atoms 1 to 4: atom 1 (Hf): 2.4815, atom 2 (C): 0.7329, atom 3 (F): -0.3431, atom 4 (F): -0.3204

=====

Record 7
An isolated molecule of C6H6F2O in a non-equilibrium geometry, computed with the ωB97M-V functional and the def2-TZVPD basis.

Output
Energy above the lowest of the compared OMol25 structures with the same formula, charge and spin = 2.385 eV
SMILES = O=C=C1CCC(F)(F)C1
Kohn-Sham gap = 9.0 eV

```
! wB97M-V def2-TZVPD RIJCOSX def2/J DEFGRID3
* xyz 0 1
O 3.6979 -0.4060 0.0450
C 2.5626 -0.6242 0.1492
C 1.2018 -0.4695 0.1902
C 0.6200 0.9862 0.0536
C -0.9148 0.9489 -0.3022
C -1.5183 -0.3852 0.0652
F -2.4514 -0.8687 -0.7532
F -2.0421 -0.3720 1.3252
C -0.1772 -1.2204 0.0401
H 0.7727 1.6400 0.9930
H 1.1976 1.5079 -0.6195
H -1.3779 1.8604 0.1620
H -1.0402 0.9394 -1.3247
H -0.2199 -1.9499 0.8935
H -0.3108 -1.5869 -0.9175
*
```

Atomic partial charges in e from the natural (NBO) method, atoms 1 to 4: atom 1 (O): -0.4423, atom 2 (C): 0.7135, atom 3 (C): -0.3631, atom 4 (C): -0.3632

=====

Record 8
A structure of composition C6H6F3PtS6 in a non-equilibrium geometry, computed with the ωB97M-V functional and the def2-TZVPD basis.

Output
Energy above the lowest of the compared OMol25 structures with the same formula, charge and spin = 0.821 eV
Kohn-Sham gap (spin up / spin down) = 6.0 / 6.0 eV

```
! wB97M-V def2-TZVPD RIJCOSX def2/J DEFGRID3
* xyz 1 1
Pt -0.0377 -0.4577 -0.7000
S -6.0537 3.2961 -1.5409
C -4.7022 2.4787 -1.3199
S -3.8292 1.6955 -2.6370
C -2.5357 1.0590 -1.7097
C -2.5760 1.3681 -0.2635
S -1.3731 0.9282 0.7556
S -3.9426 2.2596 0.2543
S -1.3409 0.1863 -2.4245
F 2.4938 -1.4658 -1.4381
C 1.2513 -1.4009 -1.9479
F 1.3522 -0.7796 -3.1437
F 0.8644 -2.6666 -2.2027
C 2.6957 -2.0626 1.9157
S 1.3377 -0.9884 1.4275
C 1.8132 0.6052 2.1353
H 2.5797 -2.2793 2.9742
H 3.6480 -1.5766 1.7179
H 2.6258 -2.9809 1.3378
H 2.8958 0.7075 2.1071
H 1.4616 0.6737 3.1618
H 1.3721 1.4005 1.5407
*
```

Atomic partial charges in e from the natural (NBO) method, atoms 1 to 4: atom 1 (Pt): 0.3534, atom 2 (S): 0.2899, atom 3 (C): -0.6099, atom 4 (S): 0.5747

=====

Record 9
A cluster of 2 separate species, C6H6F4S in total in a non-equilibrium geometry, computed with the ωB97M-V functional and the def2-TZVPD basis.

Output
Energy above the lowest of the compared OMol25 structures with the same formula, charge and spin = 0.026 eV
SMILES = FC(=S)C(F)(F)F.C=CC=C
Kohn-Sham gap = 8.4 eV

```
! wB97M-V def2-TZVPD RIJCOSX def2/J DEFGRID3
* xyz 0 1
F -2.8542 0.5880 -1.8085
C -2.6672 0.7131 -0.4808
S -1.9027 1.9578 0.1918
C -3.3479 -0.3927 0.2929
F -2.7235 -0.6318 1.4508
F -4.6219 -0.0907 0.6020
F -3.3832 -1.5456 -0.3829
C -0.2652 -1.0854 -0.9892
C 0.0839 -0.9576 0.2959
C 0.4572 0.2764 0.9336
C 0.5750 1.4645 0.3074
H -0.2102 -0.2658 -1.6830
H -0.5978 -2.0272 -1.3885
H 0.0307 -1.8246 0.9412
H 0.5662 0.2364 2.0098
H 0.8325 2.3534 0.8575
H 0.5924 1.5539 -0.7658
*
```

Atomic partial charges in e from the natural (NBO) method, atoms 1 to 4: atom 1 (F): -0.3180, atom 2 (C): 0.0884, atom 3 (S): 0.1719, atom 4 (C): 0.9008

=====

Record 10
The ion C6H6IO with charge +1 in a non-equilibrium geometry, computed with the ωB97M-V functional and the def2-TZVPD basis.

Output
Energy above the lowest of the compared OMol25 structures with the same formula, charge and spin = 3.644 eV
Kohn-Sham gap (spin up / spin down) = 6.9 / 6.5 eV

```
! wB97M-V def2-TZVPD RIJCOSX def2/J DEFGRID3
* xyz 1 1
C -0.3745 0.0193 1.3827
C 0.0327 -1.1665 2.1211
C 0.1003 0.0487 0.0053
C 0.6664 -2.2621 1.7126
C -0.4292 1.1888 -0.7835
C -0.1280 1.3421 -2.1956
O 0.7501 -0.8828 -0.5088
I 1.8884 -3.7072 1.1761
H -1.2078 0.6033 1.8680
H -0.4976 -1.2491 3.0141
H -0.8390 2.0674 -0.2806
H -0.6583 2.2700 -2.5386
H -0.2433 0.4889 -2.8337
H 0.9397 1.2392 -2.1391
*
```

Atomic partial charges in e from the natural (NBO) method, atoms 1 to 4: atom 1 (C): -0.1408, atom 2 (C): -0.3985, atom 3 (C): 0.3130, atom 4 (C): 0.1082

=====

Record 11
The ion C6H6IO4S with charge -1 in a non-equilibrium geometry, computed with the ωB97M-V functional and the def2-TZVPD basis.

Output
Energy above the lowest of the compared OMol25 structures with the same formula, charge and spin = 1.043 eV
SMILES = O=S(=O)(O)\C=C/C=C\C=C(/[O-])I
Kohn-Sham gap = 7.1 eV

```
! wB97M-V def2-TZVPD RIJCOSX def2/J DEFGRID3
* xyz -1 1
O -4.4635 0.0384 0.2147
S -3.1107 0.2550 -0.1837
O -2.6826 1.5970 -0.0111
O -3.0985 0.0119 -1.7996
C -2.0877 -0.8341 0.6455
C -0.8962 -1.0454 0.0583
C -0.3393 -0.4485 -1.0752
C 0.6570 -1.0090 -1.7232
C 1.4524 -2.1059 -1.3602
C 0.9030 -3.2410 -0.7203
O -0.1004 -3.8638 -0.6734
I 2.6836 -4.4639 0.3393
H -4.0272 -0.3099 -2.0006
H -2.3133 -1.2421 1.5807
H -0.3824 -1.9032 0.5982
H -1.0340 0.2309 -1.4349
H 0.9555 -0.5342 -2.6339
H 2.4637 -2.2602 -1.6942
*
```

Atomic partial charges in e from the natural (NBO) method, atoms 1 to 4: atom 1 (O): -0.9918, atom 2 (S): 2.3622, atom 3 (O): -0.9519, atom 4 (O): -0.8942

=====

Record 12
A structure of composition C6H6LiMnO2 in a non-equilibrium geometry, computed with the ωB97M-V functional and the def2-TZVPD basis.

Output
Energy above the lowest of the compared OMol25 structures with the same formula, charge and spin = 1.116 eV
⟨S²⟩ = 12.016
Kohn-Sham gap (spin up / spin down) = 7.2 / 7.2 eV

```
! wB97M-V def2-TZVPD RIJCOSX def2/J DEFGRID3
* xyz 2 7
C 0.0792 -1.8976 -0.9516
C 0.3254 -0.6022 -1.2873
C 1.1004 0.3773 -0.5235
H -0.5084 -2.5220 -1.6282
H 0.6427 -2.3879 -0.1485
H -0.1885 -0.1802 -2.1555
H 0.8396 1.4212 -0.7346
C 2.4764 0.2061 -0.4184
O 3.4351 -0.4094 -0.2222
O -1.9892 0.8751 0.5791
C -1.0939 1.1959 1.4710
C -0.0347 0.3059 1.6162
Mn -1.5394 -1.1178 0.4694
Li -3.0654 2.0359 -0.4038
H 0.6792 0.5038 2.4178
H -1.1583 2.1959 1.9201
*
```

Atomic partial charges in e from the natural (NBO) method, atoms 1 to 4: atom 1 (C): -0.6414, atom 2 (C): -0.1030, atom 3 (C): -0.5613, atom 4 (H): 0.2703

=====

Record 13
A structure of composition C6H6N in a non-equilibrium geometry, computed with the ωB97M-V functional and the def2-TZVPD basis.

Output
Energy above the lowest of the compared OMol25 structures with the same formula, charge and spin = 3.123 eV
Kohn-Sham gap (spin up / spin down) = 7.2 / 7.2 eV

```
! wB97M-V def2-TZVPD RIJCOSX def2/J DEFGRID3
* xyz 1 1
C 1.3005 -1.2996 -0.9505
C 0.3470 0.4431 0.5422
C 0.5463 -1.5940 -2.1235
C 0.4284 -0.2883 -0.6607
C -0.5753 0.9883 1.3376
C -1.4856 1.4202 2.0981
N -0.2247 -0.5147 -2.0580
H 1.8548 -1.9704 -0.3547
H 1.2978 0.2889 1.0582
H 0.5739 -2.2817 -2.9386
H -0.8742 -0.0164 -2.7502
H -1.6819 0.5424 2.7433
H -1.7499 2.3727 2.4755
*
```

Atomic partial charges in e from the natural (NBO) method, atoms 1 to 4: atom 1 (C): -0.3955, atom 2 (C): -0.4449, atom 3 (C): 0.3255, atom 4 (C): 0.4076

=====

Record 14
A structure of composition C6H6N in a non-equilibrium geometry, computed with the ωB97M-V functional and the def2-TZVPD basis.

Output
Energy above the lowest of the compared OMol25 structures with the same formula, charge and spin = 6.069 eV
Kohn-Sham gap (spin up / spin down) = 7.8 / 7.8 eV

```
! wB97M-V def2-TZVPD RIJCOSX def2/J DEFGRID3
* xyz 1 1
C -3.3723 -0.8562 0.3817
C -2.2044 -0.7788 0.0608
C -0.0057 0.5009 -0.9218
C 0.8438 0.8072 0.3302
C -0.9030 -0.1857 -0.2056
C -0.0737 -0.1579 0.9891
N 1.9856 -0.0921 0.0413
H -4.3595 -1.2404 0.4710
H 0.2544 0.7756 -2.0083
H 1.0442 1.8405 0.6830
H 2.8422 0.5139 -0.1647
H 1.6606 -0.7923 -0.6760
H 2.2878 -0.3346 1.0192
*
```

Atomic partial charges in e from the natural (NBO) method, atoms 1 to 4: atom 1 (C): -0.0587, atom 2 (C): -0.0891, atom 3 (C): -0.0742, atom 4 (C): -0.2432

=====

Record 15
An isolated molecule of C6H6N2 in a non-equilibrium geometry, computed with the ωB97M-V functional and the def2-TZVPD basis.

Output
Energy above the lowest of the compared OMol25 structures with the same formula, charge and spin = 0.779 eV
SMILES = c1cc2[nH]ccc2[nH]1
Kohn-Sham gap = 8.6 eV

```
! wB97M-V def2-TZVPD RIJCOSX def2/J DEFGRID3
* xyz 0 1
C -0.8075 -1.2215 -1.5664
C -1.5669 -0.5432 -0.6389
C -0.5872 0.1108 0.2301
N -0.5394 0.8264 1.4095
C 0.7800 1.0326 1.6808
C 1.5331 0.6800 0.5775
C 0.6841 -0.0441 -0.2738
N 0.5275 -0.8282 -1.4483
H -1.0875 -1.9281 -2.3712
H -2.6477 -0.5453 -0.3671
H -1.2829 1.1149 1.8636
H 0.8750 1.7689 2.4177
H 2.6546 0.8023 0.4756
H 1.3578 -1.2886 -1.8027
*
```

Atomic partial charges in e from the natural (NBO) method, atoms 1 to 4: atom 1 (C): -0.0393, atom 2 (C): -0.3318, atom 3 (C): 0.0673, atom 4 (N): -0.4908

=====

Record 16
An isolated molecule of C6H6N2 in a non-equilibrium geometry, computed with the ωB97M-V functional and the def2-TZVPD basis.

Output
Energy above the lowest of the compared OMol25 structures with the same formula, charge and spin = 4.986 eV
SMILES = C#C[C@@]1(C#N)CCN1
Kohn-Sham gap = 10.1 eV

```
! wB97M-V def2-TZVPD RIJCOSX def2/J DEFGRID3
* xyz 0 1
C -2.9735 0.2906 0.0015
C -1.7999 0.4036 -0.1963
C -0.2876 0.3923 -0.2119
C 0.2632 1.8659 -0.2516
N 1.0249 2.7774 -0.2049
C 0.5934 -0.1066 1.0013
C 1.3133 -0.9931 -0.1250
N 0.3196 -0.6134 -0.9638
H -4.0130 0.1889 0.2641
H 1.2438 0.5526 1.5016
H 0.1407 -0.9494 1.5863
H 1.3035 -2.1337 0.0303
H 2.6094 -0.9325 -0.3291
H 0.2620 -0.7426 -2.1025
*
```

Atomic partial charges in e from the natural (NBO) method, atoms 1 to 4: atom 1 (C): -0.1772, atom 2 (C): -0.0377, atom 3 (C): 0.0056, atom 4 (C): 0.2427